Density functional theory data (wB97M-V/def2-TZVPD) for 2 unconnected molecules or ions with the total composition C2H5FSi in a non-equilibrium geometry.

Element x y z (Å)
C  -1.424  -0.615  -0.130
C  -0.360  -0.316  0.676
F  -2.610  -1.088  0.052
Si  1.209  0.571  0.018
H  -1.354  0.005  -1.819
H  -0.232  -0.647  1.720
H  0.786  0.641  -1.375
H  2.313  -0.372  0.120
H  1.673  1.821  0.739

Properties
Relative energy (zero: lowest compared OMol25 entry of this formula, charge and spin) (kJ/mol): 476.7
Kohn-Sham gap (Eh): 0.384
Net charge: 0
LUMO level (Ha): 0.0166



Density functional theory data (wB97M-V/def2-TZVPD) for a molecular structure, C2H5FeMgO3 in a non-equilibrium geometry.

Element x y z (Å)
O  -1.359  -0.377  -0.566
C  -0.413  -1.393  -0.388
C  1.022  -0.858  -0.170
O  0.917  0.466  0.281
Fe  -0.012  1.248  1.791
H  -0.418  -2.175  -1.170
H  -0.709  -1.903  0.553
H  1.632  -0.888  -1.092
H  1.569  -1.517  0.528
Mg  -0.473  1.308  -0.880
O  -0.614  2.651  0.497
H  -1.142  3.438  0.616

Properties
Relative energy (zero: lowest compared OMol25 entry of this formula, charge and spin) (kJ/mol): 12.0
Kohn-Sham gap (alpha / beta) (Eh): 0.199 / 0.199
Net charge: +1
LUMO level (alpha / beta) (Ha): -0.1883 / -0.2993
⟨S²⟩: 12.02
Multiplicity: 7



Density functional theory data (wB97M-V/def2-TZVPD) for a molecular structure, C2H5HgO2 in a non-equilibrium geometry.

Element x y z (Å)
O  1.564  -0.411  1.063
Hg  2.979  0.225  -0.474
O  1.239  -1.059  -0.221
H  0.712  0.435  0.974
C  -0.940  0.710  0.190
C  -0.889  -0.484  -0.534
H  -1.631  0.761  1.037
H  -0.742  1.642  -0.352
H  -1.319  -1.373  -0.057
H  -0.973  -0.448  -1.625

Properties
Relative energy (zero: lowest compared OMol25 entry of this formula, charge and spin) (kJ/mol): 400.6
Kohn-Sham gap (alpha / beta) (Eh): 0.336 / 0.240
Net charge: 0
LUMO level (alpha / beta) (Ha): 0.0128 / -0.0855
⟨S²⟩: 0.76
Multiplicity: 2



Density functional theory data (wB97M-V/def2-TZVPD) for 2 unconnected molecules or ions with the total composition C2H5I2P in a non-equilibrium geometry.

Element x y z (Å)
C  -0.753  1.177  0.035
C  -0.894  -0.296  0.178
P  1.441  -1.208  -0.925
I  2.755  0.395  0.360
I  2.108  -3.363  0.035
H  -1.735  1.693  -0.183
H  -0.121  1.639  0.853
H  -0.167  1.597  -0.900
H  -1.662  -0.769  -0.539
H  -0.971  -0.865  1.085

Properties
Relative energy (zero: lowest compared OMol25 entry of this formula, charge and spin) (kJ/mol): 195.3
Kohn-Sham gap (alpha / beta) (Eh): 0.273 / 0.265
Net charge: 0
LUMO level (alpha / beta) (Ha): -0.0230 / -0.0361



Density functional theory data (wB97M-V/def2-TZVPD) for 2 unconnected molecules or ions with the total composition C2H5IN2 in a non-equilibrium geometry.

Element x y z (Å)
C  2.119  -0.798  -0.070
C  0.755  -0.170  -0.253
N  -1.237  1.087  0.305
N  -0.144  0.468  0.189
I  -4.470  -0.150  0.092
H  1.751  -1.776  0.040
H  2.702  -0.596  -0.941
H  2.464  -0.337  0.808
H  -2.903  0.317  -0.098
H  -1.036  1.955  -0.071

Properties
Relative energy (zero: lowest compared OMol25 entry of this formula, charge and spin) (kJ/mol): 189.2
Kohn-Sham gap (Eh): 0.333
Net charge: 0
LUMO level (Ha): 0.0093



Density functional theory data (wB97M-V/def2-TZVPD) for 2 unconnected molecules or ions with the total composition C2H5IO2 in a non-equilibrium geometry.

Element x y z (Å)
C  0.221  -0.322  -0.167
C  0.599  1.910  0.074
O  1.622  1.630  0.626
O  -0.290  1.027  -0.258
I  -4.360  0.065  -0.041
H  1.036  -0.270  0.517
H  0.600  -0.570  -1.094
H  -0.659  -0.848  0.091
H  0.163  2.971  -0.117
H  -5.491  -0.788  0.696

Properties
Relative energy (zero: lowest compared OMol25 entry of this formula, charge and spin) (kJ/mol): 81.8
Kohn-Sham gap (Eh): 0.393
Net charge: 0
LUMO level (Ha): 0.0189



Density functional theory data (wB97M-V/def2-TZVPD) for a single C2H5IO2 molecule in a non-equilibrium geometry.

Element x y z (Å)
C  0.328  0.178  -0.909
C  -0.560  0.015  1.196
O  -1.423  -0.608  2.010
O  -0.738  -0.249  -0.047
I  -1.131  2.269  1.365
H  0.328  0.009  -1.870
H  1.257  -0.195  -0.474
H  0.382  1.188  -0.699
H  0.607  0.042  1.670
H  -2.332  -0.664  1.548

Properties
Relative energy (zero: lowest compared OMol25 entry of this formula, charge and spin) (kJ/mol): 174.1
Kohn-Sham gap (Eh): 0.351
Net charge: 0
LUMO level (Ha): 0.0203



Density functional theory data (wB97M-V/def2-TZVPD) for a single C2H5ISi molecule in a non-equilibrium geometry.

Element x y z (Å)
C  0.425  -0.167  0.350
C  0.509  1.234  0.251
Si  -0.828  -1.177  -0.526
I  1.783  2.452  1.407
H  1.005  -0.636  1.048
H  -0.040  1.809  -0.430
H  -1.138  -0.272  -1.624
H  -1.834  -1.088  0.550
H  0.117  -2.156  -1.026

Properties
Relative energy (zero: lowest compared OMol25 entry of this formula, charge and spin) (kJ/mol): 182.1
Kohn-Sham gap (Eh): 0.346
Net charge: 0
LUMO level (Ha): 0.0206



Density functional theory data (wB97M-V/def2-TZVPD) for a single C2H5N molecule in a non-equilibrium geometry.

Element x y z (Å)
C  -0.509  0.660  -0.134
C  0.436  -0.322  -0.544
H  -1.537  0.659  -0.469
H  -0.136  1.643  0.129
H  1.657  -0.267  -0.655
H  0.114  -1.007  -1.280
H  0.569  0.015  1.412
N  -0.032  -0.439  0.705

Properties
Relative energy (zero: lowest compared OMol25 entry of this formula, charge and spin) (kJ/mol): 144.9
Kohn-Sham gap (Eh): 0.391
Net charge: 0
LUMO level (Ha): 0.0467



Density functional theory data (wB97M-V/def2-TZVPD) for a gas-phase ion, C2H5N2 (charge +1) in a non-equilibrium geometry.

Element x y z (Å)
C  -0.324  -0.070  -0.009
C  1.009  -0.678  -0.187
N  0.765  0.763  0.120
N  -1.583  0.107  -0.098
H  1.505  -1.127  0.677
H  1.590  -0.874  -1.171
H  1.263  1.324  0.802
H  -2.360  -0.546  -0.260
H  -1.865  1.102  0.125

Properties
Relative energy (zero: lowest compared OMol25 entry of this formula, charge and spin) (kJ/mol): 92.9
Kohn-Sham gap (Eh): 0.414
Net charge: +1
LUMO level (Ha): -0.1691



Density functional theory data (wB97M-V/def2-TZVPD) for 2 unconnected molecules or ions with the total composition C2H5N2O2 in a non-equilibrium geometry.

Element x y z (Å)
N  -0.384  -0.514  -0.062
C  -1.411  -0.275  0.856
N  -1.970  -1.208  1.559
H  -0.345  -1.424  -0.506
H  0.026  0.309  -0.510
H  -1.775  0.757  0.804
H  -2.434  -0.577  2.290
O  1.001  1.460  -1.172
C  2.068  0.705  -1.155
O  2.274  -0.331  -0.476
H  2.950  1.098  -1.629

Properties
Relative energy (zero: lowest compared OMol25 entry of this formula, charge and spin) (kJ/mol): 92.7
Kohn-Sham gap (Eh): 0.314
Net charge: -1
LUMO level (Ha): 0.1561



Density functional theory data (wB97M-V/def2-TZVPD) for 2 unconnected molecules or ions with the total composition C2H5N2O2 in a non-equilibrium geometry.

Element x y z (Å)
N  -0.372  -2.302  -0.654
C  -0.196  -0.919  -0.370
O  0.958  -0.596  0.012
O  -1.240  -0.195  -0.480
H  0.363  -2.898  -0.334
H  -1.328  -2.653  -0.604
C  0.745  2.001  0.591
N  -0.495  2.434  0.477
H  1.482  2.072  -0.242
H  1.092  1.431  1.456
H  -1.009  1.625  0.149

Properties
Relative energy (zero: lowest compared OMol25 entry of this formula, charge and spin) (kJ/mol): 251.4
Kohn-Sham gap (Eh): 0.282
Net charge: -1
LUMO level (Ha): 0.1631